# 1
Computed, not measured: a structure of composition C35H95AgN8O9Pd, with wB97M-V/def2-TZVPD.

Positions of all 149 atoms, in Å:
Pd: -1.2068 -0.8210 6.4022
Ag: -6.0430 -0.8254 3.7548
C: -0.0434 1.8762 0.0312
C: -0.9427 0.5309 0.0502
C: -0.4707 -0.5152 -0.9632
O: -0.9591 -0.0774 1.3513
H: -0.4079 2.5111 0.8388
H: -0.1210 2.5120 -0.8507
H: 1.0017 1.6336 0.2233
H: -1.9506 0.8121 -0.2550
H: -0.5293 -0.1819 -1.9993
H: -0.9067 -1.5132 -0.9176
H: 0.6141 -0.6198 -0.9434
C: -0.3077 -1.0314 -11.7626
C: -0.9528 0.1667 -11.0396
C: -1.3664 0.0107 -9.5801
O: -2.5206 -0.7970 -9.4247
C: -3.7995 -0.2049 -9.6407
N: -0.1116 1.3579 -11.2045
H: -0.5359 -2.0092 -11.3382
H: 0.7709 -0.8812 -11.7163
H: -0.5519 -1.0439 -12.8248
H: -1.8742 0.5811 -11.4486
H: -1.6025 1.0479 -9.3425
H: -0.5854 -0.4422 -8.9692
H: -4.5159 -0.9847 -9.3822
H: -3.9611 -0.1671 -10.7179
H: -3.9447 0.8541 -9.4270
H: 0.7972 1.0741 -10.8674
H: -0.1151 1.5506 -12.1960
C: -3.4234 -9.6094 1.1645
C: -2.2086 -8.7818 1.1810
C: -1.2745 -8.9085 0.0166
O: -0.6723 -10.2075 0.0175
C: 0.2707 -10.3208 -1.0224
N: -2.6096 -7.4010 1.2840
H: -3.8787 -9.8348 2.1288
H: -3.1790 -10.5859 0.7462
H: -4.1587 -9.2830 0.4291
H: -1.6098 -9.0245 2.0588
H: -0.4337 -8.2407 0.2043
H: -1.7098 -8.6410 -0.9462
H: 0.8786 -9.4353 -1.2079
H: -0.3137 -10.3971 -1.9393
H: 0.9086 -11.1764 -0.8008
H: -1.9428 -6.7242 0.9413
H: -2.7947 -7.0608 2.2168
C: 6.9975 5.4485 -1.3928
C: 8.4380 5.1445 -1.0594
C: 9.3589 5.7439 -2.1499
O: 9.2324 7.1357 -1.9323
C: 10.1080 7.9448 -2.7189
N: 8.7198 5.7483 0.2355
H: 6.2234 5.2385 -0.6548
H: 6.7992 5.0342 -2.3813
H: 6.9542 6.5267 -1.5465
H: 8.5775 4.0662 -0.9833
H: 9.0327 5.4273 -3.1406
H: 10.3752 5.3943 -1.9685
H: 10.4631 7.4373 -3.6158
H: 10.9790 8.2663 -2.1479
H: 9.5229 8.8358 -2.9465
H: 8.7448 6.7574 0.2011
H: 9.6637 5.5311 0.5217
C: -1.3256 10.1437 3.0289
C: -2.8655 10.2135 3.1163
C: -3.3588 11.3946 4.0682
O: -2.7292 12.6515 3.7217
C: -3.1432 13.6858 4.5719
N: -3.4404 10.4690 1.8149
H: -1.1118 9.3846 2.2764
H: -1.0438 9.8545 4.0413
H: -0.6382 10.9656 2.8288
H: -3.3825 9.3348 3.5018
H: -3.0279 11.2551 5.0973
H: -4.4438 11.2913 4.0803
H: -2.8822 14.5419 3.9498
H: -2.7154 13.7341 5.5733
H: -4.2259 13.7048 4.6960
H: -3.2009 11.3783 1.4462
H: -3.2166 9.7266 1.1677
C: 2.6296 -9.0324 -8.9332
C: 3.0767 -8.0823 -7.7910
C: 1.9265 -7.1982 -7.1905
O: 0.8056 -8.0592 -6.7902
C: -0.3619 -7.3417 -6.4593
N: 3.7455 -8.9002 -6.7998
H: 1.7837 -8.7858 -9.5749
H: 2.1207 -9.8556 -8.4319
H: 3.4670 -9.4042 -9.5237
H: 3.7433 -7.3320 -8.2163
H: 1.5157 -6.4541 -7.8730
H: 2.3083 -6.5490 -6.4026
H: -0.8261 -6.8843 -7.3330
H: -0.3056 -6.6677 -5.6044
H: -1.1579 -8.0570 -6.2523
H: 4.6122 -9.3550 -7.0487
H: 3.1166 -9.6900 -6.8316
C: 3.2858 4.7033 7.0367
C: 2.4032 3.7743 7.8431
C: 1.1918 4.5307 8.3811
O: 1.7244 5.6469 9.1668
C: 0.6555 6.4711 9.6547
N: 1.9222 2.8483 6.9643
H: 3.8594 5.3497 7.7010
H: 2.7188 5.2029 6.2512
H: 4.0802 4.1109 6.5826
H: 3.0019 3.3286 8.6374
H: 0.7091 3.7629 8.9857
H: 0.4855 4.8908 7.6330
H: 0.1530 6.9813 8.8329
H: 1.1729 7.1888 10.2915
H: 0.0228 5.7628 10.1896
H: 2.7223 2.3843 6.5584
H: 1.4731 3.4228 6.2655
C: 2.0146 -4.5058 10.5692
C: 1.6725 -3.6360 9.4007
C: 1.6680 -4.5385 8.1491
O: 1.5680 -3.8873 6.9081
C: 1.9121 -4.6483 5.7197
N: 0.3736 -2.9984 9.5904
H: 1.7627 -4.0704 11.5362
H: 3.0971 -4.6307 10.5441
H: 1.5578 -5.4953 10.5887
H: 2.4473 -2.8807 9.2696
H: 0.8609 -5.2500 8.3239
H: 2.5750 -5.1274 8.0122
H: 1.4708 -4.2756 4.7953
H: 1.4890 -5.6426 5.8632
H: 2.9712 -4.7806 5.4988
H: 0.4223 -2.3031 10.3213
H: -0.2974 -3.7259 9.7920
C: -7.6090 -2.9047 -2.3561
C: -7.3242 -1.9700 -1.1097
C: -7.9782 -0.5429 -1.1649
O: -7.2574 0.2614 -0.1836
C: -7.3456 1.6880 -0.2772
N: -7.7989 -2.7428 -0.0454
H: -8.6423 -2.8952 -2.7030
H: -7.3648 -3.9588 -2.2242
H: -6.9475 -2.3904 -3.0532
H: -6.2476 -1.9840 -0.9396
H: -9.0496 -0.4127 -1.0127
H: -7.8273 -0.2914 -2.2147
H: -6.7868 2.1884 0.5137
H: -8.3793 2.0266 -0.2079
H: -7.0283 2.2217 -1.1731
H: -7.2627 -3.5874 0.0934
H: -8.6428 -3.2022 -0.3567

2S+1: 3
Energy above the lowest of the compared OMol25 structures with the same formula, charge and spin (kcal per mole): 220.0
Total charge: +2
Gap between HOMO and LUMO (spin up / spin down) (eV): 1.81 / 1.33



# 2
Computed, not measured: a cluster of 13 separate species, C35H96O13 in total, with wB97M-V/def2-TZVPD.

Positions of all 144 atoms, in Å:
C: 1.7585 5.8992 -0.4271
C: 2.2500 4.9013 -1.4119
C: 3.7651 4.6827 -1.2462
O: 1.5621 3.6797 -1.1876
H: 2.0114 6.8708 -0.8112
H: 2.2450 5.7630 0.6059
H: 0.6911 5.7125 -0.3029
H: 1.9528 5.2719 -2.3983
H: 4.1841 4.0682 -2.0017
H: 3.9415 4.2041 -0.3034
H: 4.3110 5.6152 -1.2772
H: 1.6642 3.3815 -0.2714
C: -0.1144 4.5168 2.9359
C: 1.2520 3.8353 2.9773
C: 1.3010 2.7399 4.1112
O: 1.4213 3.1665 1.6430
H: -0.9139 3.7348 3.0910
H: -0.1906 5.0134 1.9562
H: -0.1127 5.2879 3.6672
H: 2.0911 4.5618 3.0817
H: 0.7777 1.7970 3.9192
H: 0.9513 3.1182 5.1197
H: 2.3698 2.4814 4.2126
H: 1.3181 2.2515 1.8645
C: 4.9972 -3.2040 2.8363
C: 5.0427 -1.7646 3.3947
C: 4.0742 -0.9433 2.5714
O: 4.5764 -1.7676 4.7196
H: 5.5196 -3.8604 3.5681
H: 5.3713 -3.1678 1.8626
H: 3.9631 -3.6393 2.8093
H: 6.0454 -1.2495 3.3048
H: 3.9776 0.0937 2.8867
H: 3.0757 -1.2726 2.7342
H: 4.2868 -0.9836 1.4744
H: 4.9748 -2.5275 5.1615
C: 1.2218 -6.0755 1.3556
C: 1.3513 -6.7461 2.7689
C: 2.7820 -6.6733 3.2943
O: 0.6039 -6.1085 3.8049
H: 1.6860 -5.1080 1.3215
H: 0.1946 -5.9564 1.0307
H: 1.6423 -6.7678 0.6243
H: 1.0643 -7.8176 2.6736
H: 3.0264 -7.3842 4.1178
H: 2.9476 -5.6849 3.7627
H: 3.5559 -6.8488 2.5235
H: -0.2930 -5.9252 3.5252
C: -0.1576 -1.6317 0.4265
C: 1.0468 -0.6494 0.5311
C: 1.1785 0.3480 -0.6257
O: 0.7922 0.1761 1.6878
H: -1.0324 -1.0546 0.0412
H: -0.3960 -2.2338 1.3154
H: 0.2461 -2.2774 -0.3257
H: 2.0302 -1.1654 0.6166
H: 0.2843 0.9669 -0.8364
H: 1.4025 -0.2043 -1.4970
H: 2.0294 1.0015 -0.3507
H: 0.6379 -0.3836 2.4909
C: 0.6673 -2.9487 3.6925
C: -0.4542 -2.0680 4.1839
C: -1.1961 -2.7478 5.3739
O: -0.0394 -0.7464 4.3061
H: 1.2841 -3.3186 4.4941
H: 1.3109 -2.2845 3.0951
H: 0.3652 -3.8351 3.1357
H: -1.2349 -1.9413 3.4036
H: -0.5256 -3.1293 6.1888
H: -1.8752 -3.4833 4.9159
H: -1.7659 -1.9089 5.8513
H: 0.5304 -0.6782 5.0891
C: -6.5088 1.4855 -2.2290
C: -6.1373 0.0890 -1.7120
C: -4.7544 -0.2297 -2.2950
O: -6.1009 -0.1088 -0.3232
H: -7.5770 1.6547 -1.8989
H: -6.4195 1.5518 -3.3221
H: -5.9459 2.3405 -1.8606
H: -6.9259 -0.6029 -2.0797
H: -4.1502 0.6147 -1.8016
H: -4.7140 -0.1346 -3.3526
H: -4.3761 -1.1791 -2.0268
H: -5.6255 0.6392 0.1547
C: 1.6442 3.9537 -5.1603
C: 1.5772 2.4494 -4.8862
C: 0.1526 1.9545 -5.2101
O: 2.6575 1.6454 -5.4945
H: 2.5269 4.3789 -4.7956
H: 0.7689 4.4590 -4.6925
H: 1.6523 4.2848 -6.2183
H: 1.7944 2.3183 -3.8108
H: 0.1040 0.8746 -5.2530
H: -0.0212 2.3180 -6.2210
H: -0.4923 2.3576 -4.4981
H: 2.4173 1.5451 -6.4330
C: -2.6777 -1.7427 -5.5964
C: -1.2230 -1.6805 -6.0341
C: -0.4129 -2.8860 -5.7650
O: -1.3069 -1.5416 -7.4967
H: -2.7605 -1.7429 -4.4918
H: -3.1353 -2.6360 -5.9845
H: -3.2318 -0.8991 -6.0044
H: -0.7427 -0.7766 -5.6297
H: -0.9147 -3.8558 -5.8546
H: -0.0635 -2.7804 -4.7552
H: 0.4416 -2.9753 -6.3732
H: -1.1604 -0.6298 -7.7953
C: 4.7686 -0.0073 -2.0306
C: 5.0074 -0.5279 -3.4282
O: 3.7787 -0.8115 -4.1221
H: 5.6658 -0.0339 -1.4388
H: 4.0486 -0.7208 -1.5342
H: 4.3833 1.0440 -2.0213
H: 5.4623 -1.4868 -3.3608
H: 5.7503 0.0320 -4.0126
H: 3.3748 0.0511 -4.3349
C: -2.5119 0.8133 2.1742
C: -3.5725 1.6583 1.5512
O: -4.8414 1.1664 1.9119
H: -2.5403 0.9170 3.2715
H: -1.5505 1.1679 1.7846
H: -2.7592 -0.2116 1.9635
H: -3.4521 1.5971 0.4438
H: -3.4615 2.6808 1.7478
H: -4.8610 0.2180 2.1732
C: -2.2384 4.4008 -0.5767
C: -2.2275 3.2857 -1.6293
O: -0.9967 3.3167 -2.4272
H: -2.1431 5.4061 -1.0580
H: -1.4889 4.2662 0.2458
H: -3.2010 4.3160 -0.1399
H: -3.0454 3.4348 -2.3504
H: -2.3291 2.3044 -1.1055
H: -0.2462 3.3213 -1.8680
C: -4.5476 -2.4316 3.6148
C: -5.3060 -2.5382 2.3610
O: -4.7840 -1.5521 1.5118
H: -4.9408 -3.0522 4.4509
H: -4.5127 -1.3783 4.0082
H: -3.5185 -2.8041 3.4364
H: -6.3605 -2.3277 2.4800
H: -5.2888 -3.5518 1.9485
H: -5.1766 -1.4490 0.6837

Energy above the lowest of the compared OMol25 structures with the same formula, charge and spin (kcal per mole): 65.7
Gap between HOMO and LUMO (eV): 10.13



# 3
Computed, not measured: a cluster of 13 separate species, C36H100N2O13 in total, with wB97M-V/def2-TZVPD.

Positions of all 151 atoms, in Å:
C: -3.7532 -0.0017 -3.1904
C: -4.6965 -0.1574 -1.9975
C: -4.1066 -0.5538 -0.6388
O: -5.4153 1.1299 -1.7782
H: -3.4724 -0.9368 -3.6871
H: -2.8715 0.5937 -3.0186
H: -4.3580 0.4621 -3.9933
H: -5.4329 -0.8921 -2.2027
H: -4.8746 -0.4876 0.1065
H: -3.2848 0.0929 -0.4061
H: -3.7742 -1.5866 -0.6645
H: -6.1762 1.1541 -2.3357
C: -4.6065 -0.8138 3.0626
C: -3.4597 0.0643 3.4755
C: -2.2644 -0.6827 4.0728
O: -2.9496 0.7913 2.3565
H: -5.3717 -0.2712 2.4955
H: -5.0263 -1.1946 3.9691
H: -4.2417 -1.6649 2.4905
H: -3.8140 0.8710 4.1512
H: -1.3179 -0.0969 4.0955
H: -2.1941 -1.5557 3.4984
H: -2.5169 -1.0054 5.0646
H: -3.6745 1.1884 1.8892
C: 1.2763 -0.8226 -4.2592
C: 2.3253 -1.0491 -3.1636
C: 3.1297 -2.2407 -3.5496
O: 3.0745 0.2689 -3.1602
H: 1.8762 -0.4970 -5.0742
H: 0.5828 -0.0230 -4.0244
H: 0.7331 -1.7194 -4.4705
H: 1.8893 -1.1544 -2.1529
H: 2.5245 -3.1603 -3.4514
H: 4.0248 -2.3752 -2.9032
H: 3.4559 -2.1990 -4.6339
H: 3.4053 0.3270 -2.2409
C: -1.5066 -4.2706 2.4288
C: -0.0537 -4.4414 2.1023
C: 0.5459 -5.5854 2.8983
O: -0.0389 -4.6941 0.7071
H: -1.9676 -5.2582 2.3040
H: -1.9978 -3.4480 1.8117
H: -1.6256 -3.9071 3.4343
H: 0.5720 -3.5212 2.2830
H: 0.5312 -5.3535 3.9605
H: 1.5734 -5.8067 2.6602
H: 0.0670 -6.5312 2.7468
H: 0.8608 -4.9052 0.4082
C: 4.2021 -4.4033 0.7020
C: 3.5544 -4.4360 -0.6990
C: 4.5922 -4.7856 -1.7572
O: 2.4322 -5.3455 -0.7704
H: 3.5864 -3.9435 1.4742
H: 5.1051 -3.8234 0.6588
H: 4.4116 -5.4754 0.8519
H: 3.2390 -3.3934 -0.8797
H: 5.0408 -5.8316 -1.6368
H: 5.3900 -4.0417 -1.8164
H: 4.0151 -4.8462 -2.7210
H: 2.2952 -5.5493 -1.7208
C: 4.0668 -1.0162 3.9398
C: 2.6282 -1.3216 3.4968
C: 2.1249 -2.4854 4.3048
O: 1.8643 -0.1989 3.7125
H: 4.5428 -1.9933 3.9113
H: 4.0624 -0.6428 4.9401
H: 4.5512 -0.3415 3.2052
H: 2.6369 -1.6014 2.4242
H: 1.1450 -2.8650 4.0277
H: 1.9182 -2.1640 5.3607
H: 2.7856 -3.3345 4.3331
H: 1.3181 0.1308 3.0047
C: -0.2846 -1.2385 0.4433
C: 0.4278 0.1388 0.3316
C: -0.1541 0.8689 -0.9342
O: 0.6389 2.0272 -1.2055
C: -0.1867 3.1051 -1.6311
N: 0.2263 0.8296 1.6368
H: -0.0140 -1.8978 -0.3924
H: -1.3884 -1.0721 0.4300
H: -0.0411 -1.6342 1.4355
H: 1.5467 -0.0039 0.1258
H: -1.1875 1.1782 -0.6147
H: -0.2082 0.1919 -1.8517
H: -0.7933 3.4391 -0.7957
H: -0.8022 2.8484 -2.5157
H: 0.4613 3.9686 -1.9581
H: -0.7775 0.9001 1.7596
H: 0.5952 1.7834 1.6571
C: -2.7860 3.7682 1.1179
C: -4.2616 3.7892 1.6431
C: -5.1532 4.9005 1.0651
O: -4.5902 6.1726 1.2193
C: -5.1726 7.1463 0.3856
N: -4.9458 2.5045 1.3143
H: -2.1277 3.1803 1.7617
H: -2.3884 4.7958 1.1340
H: -2.7349 3.5802 0.0414
H: -4.3079 3.7741 2.7496
H: -6.1182 4.8059 1.5680
H: -5.3243 4.7228 -0.0040
H: -6.1741 7.5191 0.7693
H: -5.2933 6.7675 -0.6625
H: -4.5011 8.0053 0.3538
H: -5.0398 2.5025 0.2907
H: -5.8712 2.5060 1.7067
C: 3.6845 2.3422 2.2622
C: 4.8605 3.1379 1.7724
O: 4.4710 4.3972 1.1363
H: 2.8081 3.0261 2.3725
H: 3.7495 1.9485 3.2629
H: 3.3468 1.5619 1.5291
H: 5.4716 2.5907 1.0761
H: 5.5530 3.3219 2.5517
H: 4.2373 4.0639 0.2436
C: -1.6057 -3.0200 -2.6606
C: -2.3334 -3.7474 -1.5762
O: -1.9459 -5.1234 -1.5750
H: -1.9932 -3.4237 -3.5656
H: -0.5064 -3.1110 -2.6235
H: -1.8610 -1.9560 -2.6586
H: -3.4270 -3.5029 -1.7571
H: -2.1456 -3.3255 -0.6005
H: -1.4505 -5.2654 -0.7659
C: 3.0560 3.7524 -3.2841
C: 4.1432 3.0716 -2.4745
O: 3.5925 2.6802 -1.1656
H: 3.4637 4.0899 -4.2124
H: 2.6751 4.6063 -2.7576
H: 2.3085 3.0306 -3.4923
H: 4.9649 3.7517 -2.2435
H: 4.5096 2.2612 -3.0849
H: 2.6428 2.5793 -1.3502
C: -3.5366 5.4800 -3.4271
C: -4.3237 4.1959 -3.1827
O: -3.6310 3.4660 -2.1135
H: -2.4394 5.2890 -3.5787
H: -3.5518 6.1031 -2.5122
H: -3.9179 6.0845 -4.2611
H: -4.3768 3.5858 -4.1246
H: -5.3142 4.2826 -2.8206
H: -4.0920 2.6006 -2.1185
C: 4.3322 -0.9311 0.0695
C: 5.8868 -0.8128 0.3412
O: 6.5384 -2.0448 0.1272
H: 3.7710 0.0255 0.2020
H: 3.8786 -1.6660 0.7194
H: 4.1905 -1.2642 -0.9604
H: 6.0631 -0.4197 1.3947
H: 6.4098 -0.0831 -0.2632
H: 7.4621 -1.8738 -0.0475

Gap between HOMO and LUMO (eV): 9.53